# 1
{
  "formula": "C31H20MnN4O6Te",
  "method": "ωB97M-V/def2-TZVPD",
  "energy_ev": -89322.068,
  "e_homo_ev": [-10.05, -10.04],
  "spin_multiplicity": 5,
  "total_charge": 1,
  "homo_lumo_gap_ev": [4.847, 4.660],
  "elements": ["N", "H", "C", "C", "C", "C", "C", "C", "C", "C", "C", "N", "Te", "O", "C", "O", "H", "H", "N", "H", "C", "O", "C", "H", "C", "H", "H", "C", "H", "O", "H", "O", "C", "H", "H", "C", "C", "C", "C", "C", "H", "H", "C", "C", "H", "N", "C", "H", "C", "C", "C", "C", "H", "O", "H", "H", "Mn", "C", "C", "H", "H", "C", "C"],
  "positions_angstrom": [[-0.5553, 1.5715, 1.2510], [-0.1347, 3.2961, 0.2337], [-1.6736, -1.0932, 3.5129], [5.2434, -0.2189, -0.8033], [-1.1362, -2.3579, 1.1141], [-1.1639, -0.4264, 2.3865], [6.0815, -2.1486, 0.3577], [-0.2106, -0.4077, -2.8830], [-1.2289, 1.7367, 3.5587], [-0.9629, 0.9923, 2.4051], [3.4169, 4.2584, 2.5400], [-2.4288, -0.8994, 5.9263], [2.5930, 1.1600, -0.4117], [-3.1497, -1.8684, 5.8007], [-0.7517, 0.9945, -2.7662], [-0.6863, 1.4383, -1.4868], [-1.8375, -4.1495, 2.0536], [2.9853, -1.3608, 1.4683], [-0.8753, -1.0597, 1.2125], [7.1531, -1.1085, -1.1780], [-0.6660, 3.7045, 2.3042], [0.8658, -4.4403, -5.1187], [-0.4253, 2.8867, 1.1926], [1.9118, 0.7056, 2.6268], [0.6044, -3.2485, -5.3441], [4.7832, -3.0053, 1.8331], [5.3745, 0.5506, -1.5527], [-1.0573, 3.1308, 3.4881], [3.0684, 4.2869, 4.6520], [0.3125, -2.6292, -6.3752], [1.2609, -2.4050, -0.7219], [-1.1638, 1.6601, -3.6663], [0.9708, -2.8637, -2.8190], [2.1069, 2.0115, 4.7030], [-1.2489, 3.7382, 4.3619], [-1.6804, 1.0466, 4.7259], [2.9768, 3.7184, 3.7365], [0.8509, -2.0970, -1.6778], [4.9118, -2.2207, 1.1003], [-1.6488, -3.0953, 2.1837], [-0.4319, -0.7108, -5.0077], [6.8648, -2.8767, 0.5161], [2.7734, 2.2465, 1.3918], [0.4776, -2.3797, -4.0292], [3.8507, 5.2493, 2.5186], [0.2323, -0.9049, -1.7056], [6.2459, -1.1555, -0.5926], [-1.8615, 1.5882, 5.6434], [-0.1018, -1.1133, -4.0585], [2.3273, 1.7075, 2.5953], [4.0752, -0.2897, -0.0528], [-1.8998, -0.2877, 4.6872], [3.6733, 3.9501, 0.4339], [-2.0792, -0.4003, 6.9718], [-0.9283, -2.8323, 0.1630], [1.4342, -3.8413, -2.8261], [-0.0974, 0.2642, -0.2176], [-1.8988, -2.4791, 3.3853], [3.9020, -1.2944, 0.8938], [-0.5403, 4.7727, 2.2088], [-2.2837, -3.0425, 4.2204], [2.4341, 2.4402, 3.7657], [3.3192, 3.5239, 1.3646]]
}

---

# 2
{
  "formula": "C33H38Ge2NO5OsPS6Te",
  "method": "ωB97M-V/def2-TZVPD",
  "energy_ev": -243644.971,
  "e_homo_ev": [-10.22, -10.42],
  "spin_multiplicity": 6,
  "total_charge": 1,
  "homo_lumo_gap_ev": [6.637, 5.790],
  "elements": ["C", "C", "C", "H", "H", "H", "H", "C", "H", "C", "C", "O", "C", "C", "H", "O", "H", "H", "H", "H", "S", "O", "C", "H", "C", "H", "H", "Os", "H", "P", "H", "C", "H", "C", "Ge", "H", "Te", "O", "H", "H", "C", "S", "N", "C", "H", "H", "H", "C", "C", "C", "S", "H", "H", "H", "H", "O", "H", "H", "H", "C", "C", "C", "H", "Ge", "H", "S", "C", "C", "C", "H", "C", "C", "H", "H", "C", "H", "C", "H", "C", "C", "C", "S", "S", "C", "C", "H", "H", "C"],
  "positions_angstrom": [[-0.2705, 6.0796, -1.1194], [-4.9821, -1.4671, -2.0318], [-3.9774, -0.7308, -2.7173], [4.1734, -2.4454, -0.9601], [1.5120, 3.6071, -4.1706], [3.6779, -3.6767, -2.1958], [2.2671, -0.4579, -4.2718], [1.5246, 4.5741, -0.4855], [-2.3611, 4.8872, 2.6325], [-3.4604, -2.7851, -0.7849], [3.7247, 2.7353, 2.6268], [-1.2859, -1.9527, -0.5216], [-3.4690, 3.4570, 1.3339], [-0.5319, 3.6978, -1.4380], [2.3331, -3.9120, 1.5182], [-0.5219, 0.1886, -2.4366], [4.2105, 3.8568, -3.4325], [1.9352, -5.4784, -1.5834], [-2.1095, 0.4695, -3.6421], [1.9547, 3.3739, 1.7185], [-3.1642, 1.8646, 0.7520], [-7.2639, -1.7249, -1.8392], [-2.6591, -4.7948, 5.1639], [-2.2425, -1.6381, 6.2883], [-2.8429, -5.0002, 3.7883], [2.1169, -2.0852, 1.5399], [1.5162, 6.6967, -0.1045], [0.1185, -0.3873, -0.5288], [-4.1697, -0.1487, -3.6453], [1.8973, -3.2405, -0.7016], [4.0500, 0.1322, -0.2983], [-2.7458, -0.9049, -2.1740], [5.6124, 1.8206, 3.2633], [-2.4447, -1.8851, -1.1438], [2.7594, 1.7102, -3.0786], [3.5620, -0.7550, -3.1604], [-0.2508, 0.2226, 1.7611], [1.2205, -2.0208, -1.3965], [-4.3681, 4.0056, 1.0143], [0.3797, 2.1586, -3.9769], [3.9659, 0.9753, 0.4808], [-3.7788, -5.6466, 6.2778], [-6.3201, -1.0585, -2.3094], [4.8520, 1.9547, 2.5165], [2.4981, 4.4300, -0.0821], [-3.3644, -2.9722, 7.0038], [5.9134, 0.4584, 1.2743], [-4.6718, -6.4947, 5.0076], [4.9879, 1.0829, 1.4135], [-2.2789, -2.5855, 6.7677], [-4.2563, -6.1098, 3.3484], [5.1762, 2.3251, -3.6067], [3.9176, -0.0219, -4.7081], [-0.7496, 7.0718, -1.1809], [0.7248, -3.1084, 1.3770], [-6.4751, -0.0816, -3.0522], [1.6021, 2.2502, -5.3051], [-3.2363, -3.5553, -0.1123], [-1.0557, 2.8338, -1.8400], [2.8762, 1.8321, 0.5536], [0.9953, 5.8461, -0.5550], [-1.7653, -0.0381, -2.7863], [-5.6245, -3.0645, -0.8445], [1.5125, 1.6841, -0.8787], [3.6264, 3.4654, 3.4541], [-5.6443, -7.7381, 5.3545], [2.7732, 2.6808, 1.6194], [1.7885, -3.0588, 1.1039], [3.1702, -0.0383, -3.8867], [0.6268, -5.3879, -0.4564], [0.7319, 3.4748, -0.8770], [1.1721, -4.7867, -1.2010], [0.4842, -4.6219, -2.0541], [-1.9342, 5.1306, -2.1113], [4.4671, 2.8676, -2.9863], [-1.7689, -2.4028, 7.7013], [-1.5889, 1.8609, 1.5304], [-0.2594, 3.2596, 2.4239], [3.6598, -3.3966, -1.1136], [-2.3892, 3.9318, 2.0609], [-4.7308, -2.5112, -1.1479], [-1.8459, -4.2425, 2.7050], [-1.3756, -3.7975, 5.8214], [-0.9899, 4.9717, -1.5908], [-1.2590, 3.0474, 2.1073], [4.1476, -4.2296, -0.5782], [4.8528, 2.9737, -1.9388], [1.4155, 2.4936, -4.2610]]
}

---

# 3
{
  "formula": "C2H5N3",
  "method": "ωB97M-V/def2-TZVPD",
  "energy_ev": -6623.508,
  "e_homo_ev": -9.06,
  "smiles": "[H]/N=C\\NN=C",
  "spin_multiplicity": 1,
  "total_charge": 0,
  "homo_lumo_gap_ev": 9.974,
  "elements": ["C", "H", "N", "H", "N", "H", "C", "N", "H", "H"],
  "positions_angstrom": [[-1.8467, -0.3219, 0.0146], [2.0708, 1.2961, -0.1399], [-0.5942, -0.4954, -0.0866], [1.4452, -1.5057, 0.1647], [0.2488, 0.5398, -0.0330], [-2.3452, 0.6960, 0.1081], [1.6149, 0.3228, -0.0318], [2.1657, -0.8112, -0.0025], [-2.5121, -1.1546, -0.1330], [-0.2471, 1.4340, 0.1395]]
}